{
  "formula": "C6H7FMgN2P",
  "method": "wB97M-V/def2-TZVPD",
  "symbols": ["N", "P", "C", "F", "C", "C", "C", "C", "C", "N", "H", "H", "H", "H", "H", "H", "H", "Mg"],
  "positions_angstrom": [[0.636, -2.408, 0.605], [-0.765, -2.266, 1.306], [-1.545, -0.602, 0.796], [-2.573, -0.811, 0.002], [-0.536, 0.209, 0.111], [0.308, 0.935, 0.934], [1.288, 1.695, 0.333], [1.302, 1.637, -1.034], [0.385, 0.889, -1.788], [-0.540, 0.158, -1.215], [0.670, -3.229, 0.007], [-1.625, -3.322, 0.945], [-0.566, -2.246, 2.699], [0.205, 0.905, 2.011], [1.987, 2.291, 0.898], [2.056, 2.206, -1.571], [0.466, 0.916, -2.873], [-1.153, 3.043, -2.166]],
  "spin_multiplicity": 1,
  "charge": 1,
  "total_energy_ha": -983.2032,
  "homo_energy_ev": -10.4333,
  "gap_ev": 3.51
}


{
  "formula": "C3H8NO",
  "method": "wB97M-V/def2-TZVPD",
  "symbols": ["C", "C", "C", "N", "O", "H", "H", "H", "H", "H", "H", "H", "H"],
  "positions_angstrom": [[1.175, 1.310, 1.590], [0.324, 0.366, 1.414], [-0.866, -0.913, -0.892], [-0.231, 0.379, -0.427], [-0.046, -1.306, -1.880], [1.493, 1.420, 2.602], [1.586, 2.098, 1.029], [0.052, -0.600, 1.852], [-0.887, -1.620, -0.036], [-2.060, -0.800, -1.105], [-0.745, 1.288, -0.663], [0.623, 0.394, -1.102], [-0.417, -2.016, -2.383]],
  "spin_multiplicity": 1,
  "charge": 1,
  "total_energy_ha": -248.7330,
  "e_above_lowest_kj_mol": 270.28,
  "homo_energy_ev": -15.4103,
  "gap_ev": 11.59
}


{
  "formula": "C3H3O3Y",
  "method": "wB97M-V/def2-TZVPD",
  "symbols": ["O", "Y", "O", "C", "O", "C", "H", "C", "H", "H"],
  "positions_angstrom": [[-1.227, -1.250, 4.638], [-0.884, -1.935, 0.113], [-1.061, -1.905, 2.428], [-1.185, -1.638, 3.561], [0.331, 0.992, -1.068], [0.116, -0.247, -1.430], [0.502, -0.451, -2.444], [1.039, 1.885, -1.735], [1.262, 1.681, -2.785], [1.108, 2.868, -1.277]],
  "spin_multiplicity": 2,
  "charge": 3,
  "s2": 0.7647,
  "total_energy_ha": -378.7942,
  "e_above_lowest_kj_mol": 31.14,
  "homo_energy_ev": [-21.8166, -24.1781],
  "gap_ev": [6.73, 9.00]
}


{
  "formula": "C42H61BrN5O2PdSTe",
  "method": "wB97M-V/def2-TZVPD",
  "symbols": ["Pd", "N", "C", "C", "C", "N", "C", "C", "N", "C", "H", "H", "H", "H", "H", "H", "H", "H", "H", "H", "H", "H", "H", "H", "H", "H", "C", "C", "C", "C", "C", "C", "Te", "N", "C", "O", "C", "C", "C", "C", "C", "C", "C", "C", "C", "C", "C", "C", "C", "C", "C", "C", "C", "C", "H", "H", "H", "H", "H", "H", "H", "H", "H", "H", "H", "H", "H", "H", "H", "H", "H", "H", "H", "H", "H", "H", "H", "H", "H", "H", "H", "C", "C", "C", "S", "O", "C", "C", "C", "H", "H", "H", "H", "H", "H", "H", "H", "H", "H", "H", "H", "H", "H", "Br", "C", "C", "C", "C", "N", "C", "H", "H", "H", "H"],
  "positions_angstrom": [[1.227, -0.185, 0.417], [6.265, 4.541, 0.702], [4.953, 3.780, 0.821], [5.216, 2.466, 1.545], [3.909, 1.671, 1.743], [3.408, 1.070, 0.504], [2.849, 2.557, 2.401], [2.620, 3.901, 1.699], [2.047, 3.677, 0.367], [3.951, 4.653, 1.563], [6.967, 4.008, 0.183], [6.651, 4.742, 1.630], [6.131, 5.437, 0.224], [4.628, 3.614, -0.207], [5.631, 2.690, 2.535], [5.954, 1.859, 1.013], [4.138, 0.848, 2.427], [4.147, 0.576, 0.011], [3.070, 1.822, -0.103], [3.157, 2.753, 3.432], [1.893, 2.032, 2.440], [1.952, 4.498, 2.332], [1.836, 4.565, -0.078], [1.149, 3.206, 0.502], [4.340, 4.880, 2.560], [3.796, 5.603, 1.044], [-5.294, -4.964, -3.775], [-4.358, -4.002, -3.111], [-4.682, -3.394, -1.906], [-3.820, -2.495, -1.295], [-4.219, -1.865, -0.003], [-2.607, -2.187, -1.913], [-1.160, -0.934, -0.910], [-0.701, 0.939, 0.011], [-1.142, 1.727, 0.996], [-0.273, 2.404, 1.567], [-2.589, 1.988, 1.251], [-3.025, 3.310, 1.204], [-4.357, 3.607, 1.437], [-5.250, 2.591, 1.750], [-4.808, 1.281, 1.830], [-3.479, 0.978, 1.573], [-0.922, 0.167, -2.725], [0.320, 0.436, -3.302], [1.616, 0.064, -2.641], [0.371, 1.097, -4.524], [-0.775, 1.533, -5.167], [-0.718, 2.241, -6.487], [-1.990, 1.340, -4.520], [-2.096, 0.679, -3.302], [-3.455, 0.633, -2.665], [-2.231, -2.813, -3.107], [-0.914, -2.621, -3.808], [-3.125, -3.710, -3.677], [-6.236, -5.036, -3.237], [-4.856, -5.962, -3.823], [-5.509, -4.655, -4.798], [-5.628, -3.625, -1.434], [-5.116, -2.335, 0.398], [-4.434, -0.803, -0.128], [-3.436, -1.967, 0.757], [-2.317, 4.097, 0.981], [-4.698, 4.631, 1.382], [-6.288, 2.824, 1.942], [-5.498, 0.495, 2.104], [-3.116, -0.028, 1.675], [1.422, 0.152, -1.563], [2.406, 0.762, -2.906], [1.946, -0.956, -2.849], [1.338, 1.286, -4.976], [0.287, 2.231, -6.902], [-1.032, 3.280, -6.379], [-1.389, 1.772, -7.205], [-2.894, 1.734, -4.969], [-4.080, 1.407, -3.106], [-3.416, 0.840, -1.590], [-3.954, -0.322, -2.812], [-0.084, -2.420, -3.130], [-0.951, -1.796, -4.519], [-0.665, -3.527, -4.359], [-2.837, -4.207, -4.595], [-0.160, 2.132, 4.880], [-0.595, 0.696, 4.638], [0.544, -0.226, 4.186], [0.276, -0.986, 2.548], [-1.188, -1.131, 2.361], [0.962, -2.618, 2.891], [0.044, -3.506, 3.726], [-0.994, -4.226, 2.879], [-0.969, 2.689, 5.349], [0.089, 2.635, 3.949], [0.695, 2.175, 5.557], [-1.416, 0.647, 3.923], [-0.989, 0.284, 5.568], [0.644, -1.076, 4.862], [1.509, 0.279, 4.147], [1.926, -2.421, 3.368], [1.162, -3.073, 1.921], [-0.441, -2.927, 4.515], [0.676, -4.238, 4.235], [-1.675, -3.520, 2.409], [-1.578, -4.911, 3.491], [-0.511, -4.814, 2.097], [6.283, -3.430, 0.747], [4.486, -3.427, 0.198], [3.892, -4.562, -0.334], [2.561, -4.478, -0.706], [1.886, -3.281, -0.536], [2.458, -2.189, -0.029], [3.735, -2.269, 0.333], [4.453, -5.478, -0.449], [2.045, -5.331, -1.122], [0.839, -3.199, -0.812], [4.181, -1.386, 0.769]],
  "spin_multiplicity": 2,
  "charge": 2,
  "s2": 0.7621,
  "total_energy_ha": -5428.8119,
  "e_above_lowest_kj_mol": 63.95,
  "homo_energy_ev": [-12.2203, -12.2463],
  "gap_ev": [6.63, 6.49]
}